(1)
Formula: C13H44N10O9
Source: the OMol25 dataset
Level of theory: the ωB97M-V functional and the def2-TZVPD basis

Output
HOMO-LUMO gap ... 9.4 eV
SMILES string ... NC(N)=O.NC(N)=O.NC(N)=O.NC(N)=O.NC(N)=O.CCO.CCO.CCO.CCO
E_LUMO ... 0.1 eV
Energy relative to the best compared isomer or geometry (same formula, charge and spin) ... 0.000 eV
Maximum force ... 2.6 eV/Å
E_HOMO ... -9.267 eV
Total energy ... -47527.3133 eV

Each line ends with the Mulliken charge.
Element x y z (Å)
C -0.87 -5.21 0.50  -1.08
C -1.42 -4.37 1.64  0.00
O -2.36 -3.39 1.23  -0.44
H -1.65 -5.66 -0.12  0.29
H -0.37 -6.10 0.89  0.38
H -0.17 -4.61 -0.07  0.18
H -0.56 -3.84 2.09  0.02
H -1.84 -4.95 2.46  0.42
H -1.99 -2.91 0.48  0.26
C -0.49 0.44 -3.38  -0.13
C -0.12 0.94 -4.76  -0.62
O 1.12 1.66 -4.80  -0.52
H -0.66 1.19 -2.61  0.09
H 0.27 -0.23 -2.98  -0.26
H -1.40 -0.15 -3.43  0.39
H -0.88 1.71 -4.94  0.29
H -0.26 0.22 -5.56  0.42
H 1.76 1.00 -5.09  0.27
C 0.42 1.59 3.79  -0.78
C 0.84 0.22 4.24  -0.34
O -0.28 -0.66 4.33  -0.57
H -0.08 1.56 2.82  0.04
H 1.24 2.31 3.78  0.37
H -0.21 2.03 4.58  0.33
H 1.43 0.21 5.17  0.36
H 1.58 -0.18 3.53  0.23
H -0.01 -1.52 3.99  0.26
C -4.45 1.89 2.35  -1.24
C -3.41 1.83 1.27  -0.07
O -2.90 0.50 1.12  -0.41
H -5.48 1.65 2.06  0.30
H -4.51 2.89 2.78  0.36
H -4.26 1.27 3.22  0.26
H -2.62 2.55 1.54  0.19
H -3.78 2.24 0.32  0.37
H -2.82 0.35 0.17  0.23
C 0.77 -0.53 0.00  0.29
O 1.62 -0.88 -0.81  -0.70
N 0.03 0.62 0.02  0.40
N 0.46 -1.35 1.06  0.01
H 0.11 1.41 -0.61  0.09
H -0.64 0.65 0.78  -0.26
H -0.21 -1.12 1.77  -0.08
H 1.09 -2.13 1.14  0.26
C -3.84 -1.45 4.60  0.61
O -4.98 -1.03 4.67  -0.68
N -3.21 -2.08 5.64  -0.35
N -3.04 -1.28 3.49  0.12
H -2.32 -2.53 5.54  0.15
H -3.73 -2.18 6.48  0.23
H -3.40 -0.88 2.64  0.08
H -2.05 -1.28 3.68  0.02
C 4.95 1.57 -2.01  0.56
O 5.88 0.81 -1.76  -0.65
N 5.16 2.90 -2.25  -0.33
N 3.64 1.17 -1.99  -0.10
H 6.08 3.23 -2.46  0.20
H 4.42 3.56 -2.10  0.18
H 3.42 0.35 -1.46  0.04
H 2.89 1.83 -2.11  0.15
C 1.33 4.26 -2.17  0.41
O 0.82 3.30 -1.61  -0.57
N 2.05 5.20 -1.47  -0.37
N 1.34 4.44 -3.52  -0.37
H 2.59 5.94 -1.87  0.16
H 1.98 5.21 -0.47  0.21
H 2.00 5.09 -3.91  0.24
H 1.17 3.59 -4.04  0.21
C 2.10 -3.16 -3.82  0.53
O 2.69 -3.88 -4.61  -0.68
N 1.07 -3.60 -3.02  -0.26
N 2.44 -1.85 -3.59  -0.12
H 0.73 -4.53 -3.14  0.18
H 0.60 -3.00 -2.36  0.21
H 1.95 -1.38 -2.85  -0.01
H 3.22 -1.51 -4.13  0.17

---

(2)
Formula: C6H12O
Source: the OMol25 dataset
Level of theory: the ωB97M-V functional and the def2-TZVPD basis

Output
HOMO-LUMO gap ... 10.6 eV
SMILES string ... C[C@H]1CO[C@@H](C)C1
E_LUMO ... 1.1 eV
Energy relative to the best compared isomer or geometry (same formula, charge and spin) ... 0.797 eV
Maximum force ... 1.7 eV/Å
E_HOMO ... -9.478 eV
Total energy ... -8463.5573 eV

Each line ends with the natural charge from an NBO analysis.
Element x y z (Å)
C -1.67 0.79 -0.36  -0.60
C -1.10 -0.34 0.49  -0.25
C -0.67 -1.50 -0.39  -0.07
O 0.71 -1.25 -0.71  -0.54
C 1.30 -0.31 0.22  0.10
C 1.93 0.81 -0.60  -0.62
C 0.18 0.10 1.21  -0.43
H -2.50 0.43 -0.97  0.21
H -0.93 1.22 -1.04  0.21
H -2.04 1.60 0.28  0.21
H -1.89 -0.73 1.14  0.21
H -0.73 -2.52 -0.01  0.17
H -1.49 -1.51 -1.16  0.18
H 2.11 -0.80 0.79  0.17
H 2.73 0.40 -1.22  0.22
H 2.37 1.60 0.03  0.21
H 1.19 1.27 -1.26  0.21
H 0.19 1.18 1.41  0.21
H 0.30 -0.41 2.17  0.22

---

(3)
Formula: C25H45N3O4PSSbTi
Source: the OMol25 dataset
Level of theory: the ωB97M-V functional and the def2-TZVPD basis

Output
HOMO-LUMO gap ... 7.2 eV
E_LUMO ... -6.4 eV
Net charge ... +2
Energy relative to the best compared isomer or geometry (same formula, charge and spin) ... 1.308 eV
Maximum force ... 0.6 eV/Å
E_HOMO ... -13.661 eV
Total energy ... -89078.8008 eV

Each line ends with the Mulliken charge.
Element x y z (Å)
Ti -0.71 0.53 0.24  -1.36
C 2.74 1.01 3.55  -0.50
O 1.59 1.89 3.54  -0.55
C 0.66 1.70 2.65  0.03
O 0.69 0.85 1.73  1.04
N -0.41 2.48 2.79  -0.54
N -1.44 2.22 1.88  -0.11
H 3.27 1.26 4.46  0.34
H 3.36 1.21 2.68  0.21
H 2.42 -0.02 3.56  0.16
H -0.48 3.18 3.52  0.25
H -1.61 3.03 1.28  0.38
H -2.29 1.98 2.37  0.28
S -3.20 3.41 -2.18  -0.25
C -1.60 3.91 -2.48  -0.71
C -0.69 3.15 -1.80  -0.88
C -1.28 2.15 -0.97  0.60
C -2.66 2.22 -1.07  1.08
C -3.56 1.35 -0.33  0.93
C -4.95 1.38 -0.48  -1.18
C -5.73 0.55 0.29  -0.68
C -5.11 -0.29 1.21  -1.11
C -3.74 -0.29 1.28  -0.76
N -2.96 0.50 0.52  0.92
H -1.41 4.73 -3.15  0.53
H 0.36 3.35 -1.88  0.27
H -5.40 2.06 -1.20  0.49
H -6.81 0.56 0.19  0.47
H -5.68 -0.95 1.85  0.52
H -3.24 -0.94 1.98  0.46
C 3.20 -0.80 0.44  -0.85
C 2.65 -1.07 -0.96  0.21
C 2.12 -2.50 -1.00  -1.08
P 1.43 0.26 -1.39  0.77
C 0.92 0.11 -3.18  1.26
C 1.82 0.82 -4.20  -1.71
C 0.72 -1.33 -3.66  -1.62
C 2.44 1.84 -1.37  0.46
C 2.31 2.70 -0.11  -0.98
C 3.91 1.66 -1.76  -1.72
H 4.01 -1.51 0.65  0.73
H 2.43 -0.94 1.19  -0.43
H 3.60 0.20 0.56  -0.04
H 3.46 -0.96 -1.69  0.74
H 1.21 -2.60 -0.40  -0.19
H 2.87 -3.16 -0.58  0.52
H 1.90 -2.85 -2.00  0.28
H -0.06 0.61 -3.17  0.18
H 2.80 0.35 -4.25  0.32
H 1.94 1.89 -4.03  0.34
H 1.36 0.70 -5.18  0.47
H 1.68 -1.78 -3.90  0.44
H 0.12 -1.31 -4.57  0.48
H 0.21 -1.97 -2.94  0.08
H 1.98 2.39 -2.18  0.35
H 2.80 2.24 0.75  -0.07
H 1.27 2.91 0.14  0.03
H 2.80 3.66 -0.28  0.70
H 4.49 1.12 -1.01  0.31
H 4.36 2.65 -1.85  0.49
H 4.04 1.16 -2.71  0.30
C -2.13 -3.48 2.24  -1.32
Sb -0.71 -1.90 2.26  0.96
C -0.92 -1.24 4.29  -1.31
C 1.03 -3.11 2.53  -1.33
H -2.18 -3.97 3.21  0.52
H -1.82 -4.21 1.49  0.38
H -3.12 -3.12 1.97  0.41
H -0.69 -2.06 4.98  0.50
H -1.94 -0.91 4.47  0.40
H -0.24 -0.41 4.50  0.32
H 0.86 -3.76 3.39  0.58
H 1.92 -2.51 2.70  0.39
H 1.18 -3.73 1.65  0.41
C -1.87 -3.34 -1.70  -0.98
O -1.23 -2.46 -0.72  -0.16
C -1.26 -1.16 -0.96  0.63
O -1.76 -0.64 -1.93  -0.51
H -1.28 -4.25 -1.71  0.30
H -1.89 -2.87 -2.68  0.46
H -2.88 -3.54 -1.37  0.26

---

(4)
Formula: C35H38BCl2F5N10O3PPtS2Te
Source: the OMol25 dataset
Level of theory: the ωB97M-V functional and the def2-TZVPD basis

Output
HOMO-LUMO gap (alpha / beta) ... 5.8 / 4.9 eV
⟨S²⟩ ... 6.076
2S+1 ... 5
E_LUMO (alpha / beta) ... 2.0 / 0.0 eV
Net charge ... -1
Energy relative to the best compared isomer or geometry (same formula, charge and spin) ... 4.652 eV
Maximum force ... 6.5 eV/Å
E_HOMO (alpha / beta) ... -3.815 / -4.917 eV
Total energy ... -138765.3944 eV

Each line ends with the Mulliken spin population.
Element x y z (Å)
Pt 0.22 0.28 1.44  1.20
C 3.91 -1.52 -1.02  0.00
N 3.74 -2.12 0.27  0.01
C 4.04 -3.40 0.60  0.02
C 3.80 -3.54 1.93  0.00
N 3.35 -2.35 2.42  0.02
B 2.99 -2.04 3.90  0.00
N 1.45 -2.15 4.04  0.01
C 0.78 -3.33 4.20  0.00
C -0.53 -3.06 4.41  0.02
N -0.67 -1.71 4.36  0.01
C -1.86 -0.93 4.58  0.01
C 0.54 -1.18 4.09  -0.01
S 0.76 0.51 3.96  0.24
C 3.30 -1.50 1.39  0.00
S 2.91 0.15 1.48  0.27
H 4.86 -1.86 -1.45  0.00
H 3.94 -0.43 -0.91  0.01
H 3.10 -1.80 -1.68  0.00
H 4.34 -4.12 -0.14  0.00
H 3.92 -4.39 2.57  0.00
H 3.33 -0.94 4.17  0.00
H 3.48 -2.88 4.59  0.00
H 1.29 -4.27 4.14  0.00
H -1.36 -3.72 4.56  0.00
H -2.73 -1.58 4.60  0.00
H -1.97 -0.19 3.78  -0.01
H -1.77 -0.39 5.53  0.00
C 1.04 5.22 2.89  0.00
N 2.04 4.92 1.87  0.01
C 1.69 5.63 0.66  0.00
N 0.35 5.35 0.17  0.02
C -0.60 5.63 1.24  0.00
N -0.32 4.92 2.47  0.00
C -0.51 3.49 2.32  0.03
P 0.60 2.72 1.02  0.16
C 2.17 3.49 1.64  0.02
C 0.23 3.99 -0.32  0.04
H 1.10 6.29 3.11  0.00
H 1.26 4.65 3.79  0.00
H 2.41 5.37 -0.12  0.00
H 1.75 6.71 0.86  0.00
H -1.61 5.36 0.89  0.00
H -0.57 6.71 1.44  0.00
H -1.55 3.29 2.05  -0.03
H -0.31 3.00 3.27  -0.01
H 2.95 3.32 0.89  0.00
H 2.46 2.99 2.57  0.00
H -0.78 3.84 -0.69  0.00
H 0.95 3.84 -1.13  0.00
O 1.90 1.74 -1.12  0.00
C 1.26 0.80 -1.55  -0.04
N 1.17 0.44 -2.86  0.00
C 0.08 -0.50 -3.06  0.00
C -0.21 -0.84 -1.59  -0.02
O -1.04 -1.70 -1.25  -0.01
N 0.50 -0.07 -0.80  0.18
C -1.08 0.22 -3.73  0.01
C -1.02 0.45 -5.10  0.00
C -2.02 1.16 -5.74  0.00
C -3.09 1.65 -5.01  0.00
C -3.15 1.43 -3.64  0.00
C -2.15 0.73 -3.00  -0.02
C 0.43 -1.78 -3.77  0.00
C 1.72 -2.04 -4.22  0.00
C 2.00 -3.27 -4.81  0.00
C 1.01 -4.23 -4.93  0.00
C -0.27 -3.96 -4.48  0.00
C -0.56 -2.74 -3.90  0.00
H 1.49 1.06 -3.58  0.00
H -0.18 0.06 -5.66  0.00
H -1.95 1.33 -6.80  0.00
H -3.87 2.20 -5.51  0.00
H -3.98 1.81 -3.07  0.00
H -2.20 0.57 -1.93  0.01
H 2.50 -1.30 -4.11  0.00
H 3.00 -3.48 -5.15  0.00
H 1.24 -5.19 -5.37  0.00
H -1.04 -4.71 -4.55  0.00
H -1.55 -2.54 -3.52  0.00
Cl -2.51 -2.16 1.77  0.03
C -3.57 -0.90 1.30  0.22
C -4.92 -1.14 1.17  -0.10
C -5.78 -0.14 0.75  0.21
C -5.27 1.11 0.41  -0.09
C -3.93 1.36 0.54  0.21
Cl -3.32 2.90 0.06  0.02
C -2.99 0.41 1.08  0.00
N -1.80 0.73 1.43  1.17
H -5.29 -2.13 1.39  0.00
H -6.84 -0.32 0.68  0.02
H -5.92 1.90 0.05  0.00
F 1.25 -2.75 -1.22  0.01
Te -0.23 -3.24 0.06  -0.01
F -0.23 -4.66 -1.31  0.00
F -2.16 -3.63 -0.42  0.00
F 1.33 -4.36 0.58  0.01
F -0.91 -4.52 1.44  0.01
O 0.27 -2.06 1.29  0.15